Molecular formula: C29H30N3PPt
Method: DFT, ωB97M-V/def2-TZVPD

Each line ends with the Löwdin charge.
CARTESIAN COORDINATES (ANGSTROEM)
Pt1 0.23 0.02 0.30  0.86
P1 -2.45 0.20 0.41  1.02
N1 6.77 -3.53 -0.93  0.15
N2 0.54 2.31 0.39  -0.06
N3 2.73 0.42 0.09  -0.03
C1 5.64 -3.33 -0.83  -0.19
C2 -5.29 0.47 -0.01  -0.09
C3 -5.81 -2.07 0.98  -0.09
C4 -2.61 3.82 -1.50  -0.09
C5 1.52 -2.41 -0.44  -0.34
C6 -6.60 -0.01 0.02  -0.09
C7 -2.49 2.46 -1.20  -0.13
C8 -2.94 2.93 1.11  -0.09
C9 4.24 -3.05 -0.71  -0.25
C10 3.31 1.15 1.22  -0.26
C11 -4.51 -1.59 0.94  -0.12
C12 -2.66 2.00 0.11  -0.42
C13 2.85 2.59 1.28  -0.19
C14 -0.56 -0.02 2.23  -0.30
C15 -2.16 0.02 4.54  -0.10
C16 1.35 2.79 1.52  -0.24
C17 -1.96 0.10 2.15  -0.43
C18 2.25 -2.92 0.64  -0.05
C19 0.12 -1.96 -0.27  -0.28
C20 -2.88 4.73 -0.48  -0.09
C21 3.52 -2.59 -1.80  -0.04
C22 2.17 -2.28 -1.67  -0.06
C23 -3.04 4.28 0.82  -0.08
C24 -2.76 0.13 3.29  -0.10
C25 -6.86 -1.28 0.52  -0.10
C26 -4.24 -0.30 0.47  -0.36
C27 0.02 -0.12 3.49  -0.13
C28 3.59 -3.23 0.52  -0.03
C29 -0.78 -0.10 4.63  -0.10
H1 -0.31 -0.21 5.61  0.10
H2 -3.70 -2.21 1.30  0.10
H3 -3.84 0.22 3.21  0.11
H4 -7.88 -1.65 0.55  0.10
H5 -3.25 4.99 1.61  0.10
H6 1.75 -3.04 1.60  0.12
H7 3.00 0.64 2.14  0.11
H8 -2.96 5.78 -0.71  0.10
H9 -7.41 0.61 -0.34  0.10
H10 -2.48 4.16 -2.51  0.10
H11 4.40 1.12 1.18  0.11
H12 0.88 2.72 -0.48  0.10
H13 3.12 -0.51 0.03  0.05
H14 1.09 -0.23 3.60  0.08
H15 -2.26 1.75 -1.98  0.10
H16 3.37 3.09 2.10  0.11
H17 -0.42 2.61 0.50  0.05
H18 -5.11 1.47 -0.39  0.09
H19 -2.76 0.02 5.44  0.10
H20 -0.40 -2.52 0.51  0.05
H21 1.62 -1.92 -2.52  0.11
H22 1.17 3.85 1.72  0.11
H23 3.15 3.10 0.36  0.11
H24 1.03 2.22 2.40  0.10
H25 -0.45 -1.94 -1.19  0.05
H26 -6.01 -3.06 1.37  0.10
H27 4.14 -3.62 1.36  0.12
H28 -3.05 2.59 2.13  0.10
H29 2.93 0.88 -0.79  0.08
H30 4.02 -2.47 -2.76  0.12

Total energy   -1747.96256 Ha
Spin multiplicity   1

Molecular formula: C29H30N4
Method: DFT, ωB97M-V/def2-TZVPD

Each line ends with the Löwdin charge.
CARTESIAN COORDINATES (ANGSTROEM)
N1 9.26 9.24 0.27  -0.25
N2 -4.16 1.33 3.79  0.13
N3 1.56 4.34 8.74  -0.25
N4 4.14 1.95 2.75  0.13
C1 -1.64 2.93 1.88  -0.04
C2 5.70 8.17 0.14  -0.02
C3 6.57 7.73 2.36  -0.01
C4 1.34 5.26 9.84  -0.08
C5 9.70 10.59 0.56  -0.08
C6 -0.38 3.29 1.44  -0.02
C7 3.40 5.61 5.78  -0.01
C8 6.92 8.70 -0.24  0.00
C9 -1.79 1.99 2.91  -0.26
C10 1.98 3.03 9.21  -0.08
C11 8.01 8.74 0.67  -0.24
C12 2.41 3.98 0.49  -0.07
C13 2.43 5.53 4.75  -0.21
C14 7.79 8.27 1.98  0.01
C15 1.83 4.77 7.44  -0.24
C16 1.13 5.05 5.12  -0.01
C17 3.21 2.49 2.26  -0.25
C18 0.79 2.76 2.06  -0.21
C19 -3.10 1.62 3.39  -0.19
C20 10.35 8.37 -0.12  -0.08
C21 0.61 1.78 3.06  -0.02
C22 0.84 4.69 6.42  0.01
C23 4.21 7.09 1.79  0.00
C24 2.10 3.15 1.68  -0.27
C25 3.90 6.59 3.05  -0.07
C26 -0.66 1.41 3.48  -0.04
C27 3.11 5.26 7.09  0.00
C28 2.72 5.93 3.41  0.01
C29 5.48 7.65 1.44  -0.21
H1 1.16 2.58 9.77  0.08
H2 11.15 8.39 0.64  0.08
H3 0.50 4.89 10.44  0.08
H4 1.54 4.41 -0.01  0.07
H5 8.86 11.19 0.92  0.09
H6 1.48 1.29 3.51  0.11
H7 7.08 9.07 -1.25  0.12
H8 10.78 8.73 -1.06  0.08
H9 3.10 4.80 0.75  0.05
H10 -0.29 3.99 0.61  0.10
H11 2.84 3.11 9.88  0.08
H12 -0.16 4.37 6.70  0.12
H13 0.37 4.97 4.34  0.12
H14 3.86 5.36 7.86  0.12
H15 -2.53 3.34 1.41  0.12
H16 4.87 8.15 -0.57  0.12
H17 10.00 7.35 -0.25  0.09
H18 -0.76 0.63 4.24  0.12
H19 4.66 6.74 3.83  0.09
H20 2.23 2.40 8.36  0.09
H21 8.61 8.31 2.69  0.12
H22 3.43 7.09 1.03  0.12
H23 4.40 5.95 5.56  0.10
H24 1.97 5.75 2.64  0.11
H25 6.46 7.37 3.38  0.10
H26 10.50 10.58 1.30  0.08
H27 2.94 3.34 -0.23  0.10
H28 10.10 11.04 -0.36  0.08
H29 2.22 5.31 10.51  0.08
H30 1.11 6.26 9.47  0.09

Total energy   -1341.92005 Ha
Spin multiplicity   1

Molecular formula: C29H30N5O7Pb
Method: DFT, ωB97M-V/def2-TZVPD

Each line ends with the Löwdin charge.
CARTESIAN COORDINATES (ANGSTROEM)
Pb1 1.71 0.39 0.06  1.62
O1 4.52 -1.73 -2.80  0.01
O2 1.77 -0.89 2.53  -0.12
O3 1.28 4.76 0.68  0.12
O4 2.91 3.22 0.47  0.07
O5 -0.45 -0.89 0.73  -0.13
O6 0.73 -0.92 4.53  -0.04
O7 3.62 -0.31 -1.31  -0.21
N1 1.15 -0.79 -2.38  0.10
N2 -1.81 -1.80 2.29  -0.06
N3 1.58 1.80 2.44  0.11
N4 0.44 2.27 -0.92  -0.08
N5 -0.56 -3.15 0.85  -0.07
C1 -1.60 2.31 0.54  -0.05
C2 0.53 -3.32 -0.10  -0.02
C3 -2.61 -1.27 -4.09  -0.09
C4 -2.43 -0.45 -2.95  -0.06
C5 -1.19 -0.30 -2.39  0.00
C6 2.21 2.60 -2.66  -0.05
C7 2.12 -2.16 -4.08  0.01
C8 -0.92 -1.90 1.27  -0.45
C9 2.20 -1.35 -2.92  -0.18
C10 -0.96 -4.36 1.54  -0.17
C11 0.92 2.97 -2.00  -0.42
C12 1.50 3.13 2.39  -0.20
C13 -2.02 -0.53 2.95  -0.03
C14 1.99 3.70 1.08  -0.50
C15 1.03 3.91 3.43  0.00
C16 -1.54 -1.90 -4.66  -0.05
C17 0.66 3.25 4.60  -0.05
C18 -1.07 3.86 -1.46  -0.10
C19 1.20 1.17 3.55  -0.17
C20 0.03 3.97 -2.35  -0.10
C21 -2.27 -2.95 3.06  -0.17
C22 -0.25 -1.75 -4.11  -0.16
C23 3.59 -1.12 -2.29  -0.65
C24 1.25 -0.38 3.54  -0.67
C25 -2.32 -4.18 2.18  -0.16
C26 0.74 1.87 4.66  0.00
C27 0.90 -2.36 -4.66  -0.01
C28 -0.78 2.82 -0.60  -0.42
C29 -0.08 -0.95 -2.96  -0.20
H1 -2.48 2.94 0.67  0.08
H2 1.35 -3.85 0.37  0.10
H3 2.53 3.40 -3.32  0.07
H4 -1.94 1.28 0.37  0.05
H5 -3.07 -4.05 1.40  0.12
H6 0.30 3.82 5.45  0.10
H7 -0.21 -4.63 2.30  0.13
H8 -1.55 -0.53 3.94  0.08
H9 -1.05 2.32 1.48  0.06
H10 0.19 -3.88 -0.97  0.10
H11 -1.67 -2.52 -5.54  0.11
H12 -3.26 -2.71 3.45  0.12
H13 0.15 4.66 -3.17  0.08
H14 0.96 4.98 3.32  0.12
H15 0.88 -2.35 -0.42  0.04
H16 3.04 -2.58 -4.46  0.11
H17 3.01 2.44 -1.93  0.05
H18 -2.58 -5.06 2.77  0.11
H19 -1.96 4.48 -1.42  0.08
H20 0.45 1.31 5.53  0.11
H21 -3.28 0.07 -2.52  0.10
H22 -1.57 0.26 2.36  0.06
H23 2.13 1.69 -3.25  0.06
H24 -3.60 -1.38 -4.52  0.10
H25 0.80 -2.98 -5.54  0.11
H26 -1.04 0.34 -1.53  0.07
H27 -1.61 -3.11 3.92  0.13
H28 1.44 4.86 -0.27  0.12
H29 -0.98 -5.17 0.81  0.12
H30 -3.09 -0.33 3.05  0.09

Total energy   -2116.64477 Ha
Net charge   -1
Spin multiplicity   1

Molecular formula: C29H30N7O7PrS3
Method: DFT, ωB97M-V/def2-TZVPD

Each line ends with the Löwdin charge.
CARTESIAN COORDINATES (ANGSTROEM)
Pr1 0.62 0.22 0.36  0.68
S1 0.90 2.84 1.27  0.63
S2 3.51 -3.97 3.66  0.49
S3 -1.99 1.04 0.38  0.59
O1 -4.26 -4.00 -4.40  0.09
O2 -2.61 -3.27 -5.56  0.08
O3 0.64 1.71 -1.63  -0.18
O4 2.81 -5.05 4.30  -0.32
O5 2.74 -0.43 0.10  -0.17
O6 3.53 -4.09 2.17  -0.40
O7 4.81 -3.61 4.18  -0.32
N1 -0.16 0.66 3.22  0.06
N2 2.15 -2.58 0.60  0.21
N3 4.32 -1.99 0.71  0.21
N4 0.30 -1.18 -1.80  0.05
N5 0.02 3.70 -2.45  -0.12
N6 -0.92 -2.04 0.44  0.03
N7 -3.17 -3.47 -4.50  -0.33
C1 0.42 -0.94 -4.17  0.00
C2 -1.37 -2.24 -3.22  -0.04
C3 0.23 5.10 -2.74  -0.03
C4 0.31 -1.52 4.17  -0.05
C5 1.15 -2.62 4.26  -0.04
C6 -3.14 -3.75 0.34  0.03
C7 -2.58 -3.25 -0.85  -0.11
C8 0.93 -0.75 -2.89  -0.09
C9 -2.06 5.49 1.27  -0.11
C10 2.95 -1.30 3.41  -0.06
C11 -3.10 -3.57 -2.11  0.09
C12 -1.89 2.74 0.76  -0.67
C13 2.33 3.39 -1.70  -0.01
C14 -3.21 4.78 0.94  -0.11
C15 -0.86 4.84 1.37  -0.15
C16 0.75 -0.35 3.56  -0.34
C17 -0.73 3.47 1.11  -0.64
C18 -1.35 3.26 -2.60  -0.01
C19 -0.73 -1.69 -4.35  0.04
C20 3.06 -1.60 0.46  -0.63
C21 -1.47 -2.54 1.54  -0.06
C22 2.46 -2.51 3.84  -0.26
C23 -2.57 -3.39 1.54  0.00
C24 -2.53 -3.08 -3.27  -0.07
C25 -0.82 -1.92 -1.95  -0.12
C26 0.93 2.89 -1.91  -0.48
C27 2.11 -0.21 3.22  -0.05
C28 -1.45 -2.40 -0.75  -0.13
C29 -3.11 3.43 0.70  -0.16
H1 -1.40 2.18 -2.46  0.08
H2 -1.98 3.74 -1.85  0.09
H3 -1.05 0.58 3.70  0.11
H4 0.04 5.38 1.64  0.09
H5 -2.12 6.56 1.46  0.09
H6 -1.00 -2.26 2.48  0.09
H7 4.40 -2.87 1.23  0.09
H8 4.01 -1.24 3.21  0.12
H9 0.81 -3.57 4.65  0.12
H10 5.06 -1.31 0.74  0.13
H11 -0.32 5.36 -3.64  0.09
H12 2.89 2.59 -1.21  0.08
H13 1.28 5.33 -2.90  0.08
H14 0.22 1.61 3.31  0.05
H15 2.48 -3.39 1.17  0.07
H16 -2.96 -3.75 2.48  0.12
H17 -4.16 5.27 0.87  0.10
H18 -3.96 -4.21 -2.19  0.13
H19 -0.70 -1.56 4.55  0.12
H20 -4.00 -4.40 0.29  0.13
H21 -0.16 5.72 -1.93  0.10
H22 -1.71 3.52 -3.60  0.09
H23 -1.13 -1.85 -5.33  0.11
H24 2.80 3.64 -2.64  0.09
H25 -3.98 2.85 0.43  0.09
H26 0.92 -0.52 -5.03  0.12
H27 2.50 0.75 2.88  0.12
H28 1.17 -2.43 0.39  0.06
H29 2.32 4.26 -1.04  0.08
H30 1.87 -0.24 -2.73  0.13

Total energy   -3744.79815 Ha
Spin multiplicity   3

Molecular formula: C29H30N8OS3W
Method: DFT, ωB97M-V/def2-TZVPD

Each line ends with the Löwdin charge.
CARTESIAN COORDINATES (ANGSTROEM)
W1 -0.06 1.82 0.30  1.53
S1 1.56 6.27 1.96  0.94
S2 0.28 3.30 -4.30  1.13
S3 0.10 4.43 0.02  0.73
O1 -2.96 -0.02 0.76  -0.05
N1 1.52 3.69 2.12  -0.05
N2 -0.04 -5.02 -2.12  0.17
N3 -0.43 -0.28 -0.04  -0.13
N4 2.06 0.67 -0.01  0.01
N5 0.16 -5.31 0.08  0.19
N6 1.16 2.53 1.60  -0.32
N7 0.31 2.19 -2.01  -0.19
N8 -1.79 2.50 1.33  -0.11
C1 2.14 0.39 1.31  -0.30
C2 3.50 -1.18 -0.45  -0.03
C3 -0.26 -3.04 -0.62  -0.10
C4 3.59 -1.46 0.91  -0.02
C5 -1.15 2.62 3.77  0.01
C6 -0.22 -2.55 0.69  0.04
C7 -2.86 2.94 0.59  -0.33
C8 2.73 -0.11 -0.86  -0.11
C9 0.32 -6.51 -0.54  -0.22
C10 -2.95 2.67 -0.87  -0.03
C11 0.63 7.39 0.89  -0.38
C12 0.30 -7.42 -2.82  -0.01
C13 1.53 2.81 -2.17  -0.31
C14 0.64 -8.84 -0.87  -0.07
C15 0.56 -7.79 0.00  0.00
C16 -0.57 -0.76 -1.29  -0.12
C17 0.20 -6.35 -1.94  -0.18
C18 -3.27 3.60 2.68  0.04
C19 -0.44 2.37 -3.07  -0.48
C20 2.89 -0.66 1.80  0.00
C21 1.09 4.71 1.41  -1.03
C22 -0.06 -4.44 -0.87  -0.28
C23 1.27 1.27 2.11  -0.18
C24 -3.79 3.62 1.41  0.03
C25 -2.03 2.91 2.62  -0.24
C26 -0.50 -2.09 -1.62  0.03
C27 0.51 -8.66 -2.26  -0.06
C28 1.69 3.45 -3.35  -0.34
C29 -0.32 -1.21 0.93  -0.13
H1 -4.71 4.07 1.09  0.13
H2 -0.93 1.55 3.83  0.09
H3 2.54 4.02 -3.69  0.09
H4 0.57 -9.53 -2.91  0.11
H5 2.92 -0.85 2.87  0.13
H6 -3.72 4.02 3.56  0.13
H7 1.30 1.14 3.18  0.13
H8 -0.18 -4.57 -3.01  0.16
H9 -3.99 2.54 -1.16  0.11
H10 -1.65 2.92 4.68  0.10
H11 -0.33 6.95 0.64  0.00
H12 -1.43 1.97 -3.20  0.08
H13 -0.33 -0.83 1.95  0.12
H14 2.28 2.76 -1.40  0.10
H15 -2.41 1.74 -1.10  0.04
H16 0.48 8.30 1.47  0.05
H17 -3.12 -0.85 1.22  0.07
H18 -0.21 3.17 3.71  0.08
H19 0.80 -9.84 -0.49  0.11
H20 4.03 -1.78 -1.18  0.12
H21 -3.76 0.50 0.90  0.06
H22 -0.73 -0.03 -2.08  0.09
H23 1.19 7.61 -0.01  0.05
H24 -0.64 -2.37 -2.66  0.12
H25 0.22 -7.28 -3.89  0.11
H26 2.63 0.12 -1.92  0.12
H27 4.19 -2.28 1.26  0.13
H28 -0.12 -3.26 1.51  0.13
H29 -2.55 3.51 -1.44  0.09
H30 0.66 -7.92 1.07  0.12

Total energy   -2897.51751 Ha
Net charge   +2
Spin multiplicity   3

Molecular formula: C29H31BO5
Method: DFT, ωB97M-V/def2-TZVPD

Each line ends with the Löwdin charge.
CARTESIAN COORDINATES (ANGSTROEM)
O1 1.66 0.40 -1.79  -0.19
O2 -2.13 0.67 0.06  0.05
O3 1.64 -0.47 2.74  0.08
O4 -0.17 -2.48 0.84  0.06
O5 2.33 1.40 0.41  0.04
C1 -2.86 1.57 1.98  -0.01
C2 -2.25 1.77 -3.33  -0.03
C3 2.16 0.86 4.73  -0.02
C4 -1.36 -0.85 -2.87  -0.01
C5 1.51 -1.82 2.40  -0.17
C6 1.28 2.32 0.19  -0.13
C7 1.06 -3.66 -0.64  -0.01
C8 1.93 -2.74 0.04  0.01
C9 0.41 0.22 -1.17  -0.17
C10 -1.45 -4.22 -0.16  -0.02
C11 -1.13 1.52 0.51  -0.14
C12 -0.21 -3.49 -0.11  -0.33
C13 -2.52 -0.60 -3.64  -0.03
C14 3.43 2.12 0.75  -0.32
C15 1.68 -1.66 4.66  -0.03
C16 -1.07 1.52 -2.65  -0.03
C17 1.72 3.57 0.60  -0.02
C18 -3.01 0.70 -3.82  -0.29
C19 4.75 1.49 0.74  -0.02
C20 1.78 -0.40 4.11  -0.31
C21 -1.49 1.93 1.78  0.00
C22 -4.42 0.15 0.49  -0.02
C23 3.10 3.45 0.91  -0.03
C24 -0.71 0.22 -2.22  -0.17
C25 -3.18 0.72 0.95  -0.32
C26 -4.32 1.04 -4.45  -0.06
C27 1.17 -2.21 1.09  -0.23
C28 1.48 -2.56 3.60  0.01
C29 2.18 -0.35 -2.91  -0.06
B1 0.02 1.74 -0.46  -0.15
H1 5.13 1.25 1.75  0.09
H2 2.65 0.65 5.69  0.09
H3 4.80 0.60 0.11  0.09
H4 -5.15 0.76 -3.80  0.08
H5 5.43 2.25 0.33  0.09
H6 -4.77 0.71 -0.38  0.09
H7 -0.46 2.39 -2.31  0.14
H8 1.33 -3.64 3.66  0.11
H9 1.44 -0.66 -3.69  0.09
H10 -1.52 -4.75 0.82  0.10
H11 2.71 -1.22 -2.49  0.07
H12 3.01 -2.66 0.01  0.12
H13 2.91 0.32 -3.40  0.09
H14 -4.45 0.57 -5.42  0.08
H15 2.85 1.44 4.11  0.09
H16 -0.80 2.29 2.55  0.12
H17 -1.46 -4.95 -0.99  0.10
H18 -5.18 0.24 1.27  0.09
H19 0.40 -0.48 -0.31  0.12
H20 -0.99 -1.86 -2.72  0.11
H21 -3.09 -1.44 -4.06  0.11
H22 1.08 4.44 0.68  0.11
H23 -2.30 -3.50 -0.23  0.10
H24 -4.35 -0.91 0.22  0.09
H25 -2.62 2.79 -3.42  0.12
H26 1.30 1.51 4.94  0.09
H27 3.80 4.22 1.22  0.11
H28 1.77 -1.87 5.72  0.11
H29 -4.35 2.12 -4.58  0.07
H30 1.36 -4.36 -1.41  0.11
H31 -3.54 1.92 2.75  0.11

Total energy   -1524.52398 Ha
Spin multiplicity   1
Structure (SMILES)   CO[C@@H](B(c1ccc(C)o1)c1ccc(C)o1)c1ccc(C)cc1.Cc1ccc(-c2ccc(C)o2)o1

Molecular formula: C29H31BrN4O6STi
Method: DFT, ωB97M-V/def2-TZVPD

Each line ends with the Löwdin charge.
CARTESIAN COORDINATES (ANGSTROEM)
Br1 -1.31 -1.28 -1.10  0.88
Ti1 -0.13 -0.07 1.64  0.90
S1 0.35 2.15 2.83  0.66
O1 0.42 0.87 0.03  -0.28
O2 -6.61 2.44 2.81  0.08
O3 1.06 -1.58 1.44  -0.19
O4 -1.77 -1.48 2.14  -0.08
O5 -8.21 1.13 3.41  0.06
O6 -2.18 0.63 1.74  -0.08
N1 -7.06 1.34 3.07  -0.35
N2 -0.33 0.37 4.75  -0.01
N3 0.17 -0.52 3.81  -0.11
N4 -0.73 2.56 5.23  0.04
C1 -5.77 -2.14 3.28  -0.06
C2 -3.99 -0.70 2.53  -0.09
C3 1.85 1.22 -3.30  -0.01
C4 0.00 -0.24 -2.00  -0.54
C5 1.35 -2.65 2.14  -0.33
C6 2.54 2.59 -1.33  -0.53
C7 0.58 -1.01 -6.15  -0.07
C8 2.92 -0.31 -5.71  -0.05
C9 -0.28 1.60 4.34  -0.88
C10 -2.57 -0.51 2.11  -0.63
C11 1.47 -3.90 4.22  -0.06
C12 -6.63 -1.06 3.34  -0.01
C13 1.45 0.08 -5.52  -0.56
C14 2.24 -4.91 2.20  -0.10
C15 1.67 1.47 -1.94  -0.07
C16 0.69 0.72 -1.24  -0.35
C17 4.02 2.25 -1.57  -0.05
C18 1.18 1.39 -6.27  -0.05
C19 2.02 -4.98 3.57  -0.12
C20 1.92 -3.76 1.50  -0.01
C21 0.58 -1.62 4.30  -0.07
C22 -6.15 0.20 3.00  -0.14
C23 1.15 0.27 -4.04  -0.19
C24 1.13 -2.73 3.54  -0.14
C25 2.36 2.81 0.17  -0.09
C26 -4.45 -1.96 2.88  0.01
C27 2.20 3.91 -2.04  -0.05
C28 -4.84 0.39 2.59  0.08
C29 0.20 -0.47 -3.35  -0.09
H1 0.75 -1.98 -5.67  0.09
H2 2.67 -5.75 1.67  0.09
H3 1.35 3.13 0.41  0.05
H4 3.06 3.59 0.49  0.09
H5 -1.31 2.20 5.97  0.08
H6 -7.66 -1.16 3.66  0.11
H7 3.15 -0.44 -6.77  0.08
H8 -3.76 -2.79 2.84  0.12
H9 2.27 -5.88 4.12  0.09
H10 3.59 0.46 -5.31  0.07
H11 1.30 -3.93 5.29  0.10
H12 4.28 1.31 -1.08  0.09
H13 -1.05 3.41 4.80  0.06
H14 2.59 1.81 -3.82  0.09
H15 4.65 3.04 -1.14  0.08
H16 1.80 2.21 -5.89  0.07
H17 -0.48 -0.77 -6.06  0.08
H18 4.27 2.17 -2.63  0.07
H19 2.58 1.91 0.75  0.07
H20 -0.39 -1.24 -3.84  0.09
H21 -6.13 -3.13 3.55  0.10
H22 0.82 -1.11 -7.21  0.08
H23 0.13 1.69 -6.15  0.09
H24 1.15 4.17 -1.88  0.09
H25 1.39 1.28 -7.34  0.08
H26 2.82 4.72 -1.63  0.08
H27 -4.48 1.37 2.32  0.13
H28 3.14 -1.25 -5.19  0.09
H29 0.52 -1.74 5.38  0.12
H30 2.38 3.86 -3.11  0.07
H31 2.08 -3.69 0.43  0.11

Total energy   -5616.02820 Ha
Net charge   -1
Spin multiplicity   2